#one
DFT (wB97M-V/def2-TZVPD) results for a 2-piece molecular cluster, C7H14O overall.

```
22
C7H14O wB97M-V/def2-TZVPD
C -2.92 0.85 -0.69
C -1.90 0.04 0.05
C -2.17 -0.73 1.09
C -1.18 -1.55 1.86
H -3.90 0.75 -0.23
H -2.65 1.91 -0.68
H -3.00 0.55 -1.73
H -0.87 0.12 -0.29
H -3.21 -0.79 1.42
H -0.18 -1.43 1.45
H -1.16 -1.25 2.91
H -1.44 -2.61 1.84
C 2.35 1.59 -1.58
C 2.95 0.62 -0.62
C 2.31 -0.44 -0.16
O 2.88 -1.32 0.72
H 2.86 1.57 -2.55
H 1.29 1.37 -1.76
H 2.41 2.62 -1.21
H 3.97 0.79 -0.27
H 1.29 -0.66 -0.48
H 2.26 -2.03 0.91
```

- E_HOMO: -8.63 eV
- SMILES string: C/C=C/C.C/C=C/O
- Charge: 0

The natural (NBO) scheme yields these atomic charges, measured in e: -0.637, -0.181, -0.184, -0.633, 0.210, 0.215, 0.214, 0.181, 0.187, 0.196, 0.218, 0.214, -0.625, -0.280, 0.122, -0.684, 0.211, 0.205, 0.212, 0.206, 0.156, 0.478

***

#two
DFT (wB97M-V/def2-TZVPD) results for a 2-piece molecular cluster, C7H14O overall.

```
22
C7H14O wB97M-V/def2-TZVPD
C 0.31 0.73 2.14
C 0.98 0.42 0.83
C 0.77 -0.65 0.04
C -0.26 -1.72 0.27
C 1.79 -1.03 -1.01
H 0.98 0.49 2.96
H 0.07 1.79 2.20
H -0.61 0.16 2.28
H 1.85 1.03 0.64
H -0.82 -1.86 -0.65
H 0.22 -2.66 0.52
H -0.96 -1.47 1.06
H 2.54 -0.25 -1.13
H 1.29 -1.16 -1.97
H 2.27 -1.97 -0.76
C -2.04 1.19 -0.74
C -0.73 1.03 -1.45
O -0.59 0.45 -2.50
H -1.89 1.10 0.33
H -2.44 2.19 -0.94
H -2.75 0.43 -1.06
H 0.04 1.76 -1.06
```

- E_HOMO: -8.83 eV
- SMILES string: CC=C(C)C.CC=O
- Charge: 0

The natural (NBO) scheme yields these atomic charges, measured in e: -0.649, -0.205, 0.041, -0.662, -0.645, 0.224, 0.212, 0.207, 0.195, 0.223, 0.222, 0.209, 0.212, 0.230, 0.213, -0.725, 0.455, -0.555, 0.225, 0.240, 0.227, 0.106

***

#three
DFT (wB97M-V/def2-TZVPD) results for a 2-piece molecular cluster, C7H14O overall.

```
22
C7H14O wB97M-V/def2-TZVPD
C 0.32 1.79 -1.31
C 0.33 0.63 -0.69
C -0.06 0.57 0.72
C 0.46 0.04 1.86
C -0.23 0.25 3.18
C 1.17 -0.53 -1.11
C 0.63 -1.86 -0.66
H 0.53 1.84 -2.48
H 0.04 2.77 -1.05
H -1.11 1.07 0.87
H 1.47 -0.48 1.76
H 0.14 1.14 3.72
H -1.21 0.50 3.00
H -0.19 -0.68 3.77
H 2.12 -0.22 -0.62
H 1.37 -0.64 -2.23
H 0.03 -2.20 -1.51
H 0.01 -1.88 0.21
H 1.51 -2.47 -0.59
O -2.69 0.08 -1.94
H -1.72 0.12 -2.03
H -2.91 0.16 -2.87
```

- E_HOMO: -8.79 eV
- SMILES string: C=C(/C=C/C)CC.O
- Charge: 0

The natural (NBO) scheme yields these atomic charges, measured in e: -0.360, -0.073, -0.227, -0.167, -0.639, -0.421, -0.619, 0.177, 0.207, 0.202, 0.197, 0.221, 0.215, 0.216, 0.216, 0.216, 0.204, 0.226, 0.210, -0.931, 0.470, 0.460

***

#four
DFT (wB97M-V/def2-TZVPD) results for a 2-piece molecular cluster, C7H14O overall.

```
22
C7H14O wB97M-V/def2-TZVPD
C 2.05 1.53 -0.27
C 1.64 0.44 0.70
C 1.13 0.93 2.04
C 1.06 -0.81 0.14
O 2.41 -0.72 0.71
H 2.81 2.16 0.19
H 2.46 1.10 -1.17
H 1.19 2.14 -0.52
H 1.88 1.57 2.51
H 0.21 1.50 1.91
H 0.94 0.09 2.70
H 1.09 -1.00 -0.93
H 0.42 -1.44 0.76
C -1.73 -0.49 -2.25
C -1.78 -0.44 -0.93
C -2.64 -1.29 -0.06
H -2.27 -1.25 -2.80
H -1.17 0.22 -2.83
H -1.10 0.25 -0.39
H -3.12 -2.08 -0.65
H -2.05 -1.75 0.73
H -3.42 -0.68 0.41
```

- E_HOMO: -9.77 eV
- SMILES string: CC1(C)CO1.C=CC
- Charge: 0

The natural (NBO) scheme yields these atomic charges, measured in e: -0.629, 0.220, -0.630, -0.142, -0.502, 0.213, 0.221, 0.213, 0.214, 0.212, 0.221, 0.199, 0.188, -0.411, -0.166, -0.649, 0.189, 0.199, 0.194, 0.212, 0.212, 0.221

***

Last place for stability: #three

***

#one
DFT (wB97M-V/def2-TZVPD) results for a 11-piece molecular cluster, C17H56O12 overall.

```
85
C17H56O12 wB97M-V/def2-TZVPD
C 3.10 -0.82 4.60
C 2.17 -2.06 4.56
C 1.46 -2.43 5.85
O 1.21 -1.90 3.51
H 3.72 -0.75 3.71
H 3.82 -1.00 5.40
H 2.57 0.12 4.76
H 2.81 -2.87 4.18
H 0.99 -1.51 6.23
H 2.15 -2.77 6.62
H 0.73 -3.21 5.70
H 0.62 -1.19 3.76
C 3.92 -1.33 -3.84
C 2.52 -1.53 -4.43
C 1.77 -0.24 -4.41
O 2.68 -1.99 -5.80
H 4.48 -2.24 -3.63
H 4.01 -0.68 -2.97
H 4.44 -0.72 -4.59
H 1.92 -2.32 -3.96
H 1.78 0.25 -3.44
H 0.74 -0.26 -4.76
H 2.30 0.43 -5.10
H 3.32 -1.36 -6.15
C -1.46 2.16 -2.61
C -2.64 3.09 -2.33
C -2.79 4.08 -3.49
O -3.88 2.38 -2.28
H -1.64 1.43 -3.41
H -1.42 1.51 -1.73
H -0.49 2.63 -2.70
H -2.59 3.53 -1.34
H -3.76 4.58 -3.46
H -2.83 3.56 -4.45
H -1.99 4.82 -3.48
H -3.79 1.49 -1.90
C -0.06 -1.14 -0.83
C 1.24 -0.36 -0.70
C 1.33 0.39 0.63
O 2.33 -1.29 -0.72
H -0.91 -0.46 -0.82
H -0.16 -1.76 0.06
H -0.01 -1.71 -1.76
H 1.30 0.46 -1.42
H 1.37 -0.29 1.49
H 0.39 0.95 0.71
H 2.12 1.13 0.67
H 2.01 -2.10 -1.14
C -5.32 -2.25 -2.23
C -5.18 -0.81 -1.74
C -5.99 -0.70 -0.42
O -3.82 -0.47 -1.45
H -5.13 -2.30 -3.31
H -6.36 -2.58 -2.23
H -4.68 -2.92 -1.66
H -5.56 -0.09 -2.46
H -5.78 0.25 0.05
H -5.70 -1.47 0.30
H -7.01 -0.86 -0.77
H -3.44 -1.18 -0.92
O -1.25 1.64 5.05
C -0.13 2.53 5.06
C 0.44 2.74 3.70
O -0.49 3.28 2.76
H -1.97 2.12 4.63
H -0.53 3.46 5.49
H 0.72 2.31 5.72
H 0.74 1.78 3.27
H 1.32 3.37 3.84
H -0.67 2.57 2.13
O 1.83 3.99 0.17
H 1.00 4.38 0.48
H 2.44 4.09 0.91
O -1.94 1.04 1.36
H -2.82 0.77 1.07
H -1.69 0.39 2.02
O 1.69 -4.69 -1.05
H 0.94 -5.22 -0.75
H 2.06 -4.31 -0.24
O 2.46 -3.24 1.45
H 2.07 -2.83 2.26
H 2.98 -2.54 1.03
O 4.83 0.32 -0.44
H 4.66 1.11 -0.96
H 4.36 -0.39 -0.90
```

- E_HOMO: -9.90 eV
- SMILES string: CC(C)O.CC(C)O.CC(C)O.CC(C)O.CC(C)O.OCCO.O.O.O.O.O
- Charge: 0

The Löwdin scheme yields these atomic charges, measured in e: -0.034, -0.466, -0.041, -0.099, 0.080, 0.082, 0.068, 0.133, 0.082, 0.082, 0.082, 0.095, -0.045, -0.477, -0.061, -0.061, 0.089, 0.051, 0.084, 0.135, 0.058, 0.083, 0.088, 0.073, -0.053, -0.470, -0.060, -0.073, 0.089, 0.050, 0.083, 0.132, 0.074, 0.081, 0.077, 0.035, -0.032, -0.457, -0.044, -0.075, 0.048, 0.092, 0.087, 0.116, 0.065, 0.053, 0.072, 0.069, -0.054, -0.460, -0.056, -0.085, 0.081, 0.080, 0.083, 0.141, 0.076, 0.079, 0.081, 0.085, -0.067, -0.254, -0.248, -0.067, 0.084, 0.123, 0.118, 0.106, 0.120, 0.031, -0.061, 0.030, 0.033, -0.043, 0.046, 0.053, -0.066, 0.035, -0.007, -0.066, 0.006, 0.037, -0.064, 0.035, -0.005

***

#two
DFT (wB97M-V/def2-TZVPD) results for a 11-piece molecular cluster, C17H56O12 overall.

```
85
C17H56O12 wB97M-V/def2-TZVPD
O -0.72 1.52 -0.69
C -0.74 0.64 0.49
C 0.28 1.13 1.56
O 1.59 1.28 0.94
H -0.13 1.07 -1.30
H -1.75 0.78 0.87
H -0.50 -0.41 0.28
H 0.42 0.46 2.35
H 0.06 2.13 1.97
H 1.55 1.89 0.19
C -1.85 2.19 -6.48
C -0.76 1.42 -5.77
O -0.75 1.83 -4.39
H -2.81 1.77 -6.59
H -1.54 2.42 -7.46
H -1.81 3.18 -6.05
H 0.13 1.76 -6.25
H -0.80 0.30 -5.94
H -0.16 1.23 -3.92
C -1.92 1.84 5.37
C -0.77 1.00 5.82
O 0.48 1.72 5.60
H -1.88 2.82 5.86
H -2.84 1.24 5.56
H -1.85 2.16 4.28
H -0.71 0.06 5.36
H -0.82 0.83 6.90
H 0.19 2.58 5.26
C -4.45 -3.30 -1.67
C -3.58 -2.89 -0.47
O -2.25 -3.29 -0.84
H -4.09 -2.77 -2.54
H -5.53 -3.08 -1.56
H -4.45 -4.34 -1.93
H -3.96 -3.48 0.38
H -3.66 -1.80 -0.28
H -1.68 -3.16 -0.04
C 6.19 -2.07 -1.77
C 5.74 -1.72 -0.41
O 4.32 -1.95 -0.28
H 7.27 -1.99 -1.99
H 5.69 -1.34 -2.40
H 5.86 -3.11 -2.13
H 6.08 -0.71 -0.24
H 6.27 -2.35 0.36
H 4.03 -1.44 0.50
C 0.89 -4.57 1.50
C -0.22 -3.99 2.28
O -0.60 -2.72 1.67
H 1.24 -5.56 1.85
H 1.81 -4.01 1.48
H 0.50 -4.72 0.50
H 0.06 -3.85 3.37
H -1.10 -4.65 2.34
H -1.28 -2.25 2.18
C 3.35 0.39 -2.54
O 2.92 -0.91 -2.32
H 3.10 1.17 -1.72
H 4.45 0.50 -2.65
H 2.87 0.73 -3.50
H 3.42 -1.21 -1.49
C -3.75 4.08 2.59
O -2.94 2.99 2.12
H -4.77 3.79 2.83
H -3.32 4.55 3.42
H -3.81 4.82 1.85
H -3.03 3.05 1.20
C -0.50 -1.00 -3.14
O 0.42 -0.12 -2.54
H -1.49 -0.64 -2.88
H -0.40 -0.96 -4.19
H -0.48 -2.01 -2.70
H 1.33 -0.50 -2.56
C -2.19 4.80 -0.59
O -2.69 3.43 -0.49
H -1.60 5.03 0.32
H -1.54 4.82 -1.50
H -3.03 5.50 -0.67
H -1.93 2.85 -0.72
C 2.70 -1.04 3.30
O 3.50 -0.46 2.25
H 3.48 -1.48 3.96
H 2.29 -0.25 3.89
H 2.04 -1.87 2.98
H 2.97 0.21 1.83
```

- E_HOMO: -9.86 eV
- SMILES string: OCCO.CCO.CCO.CCO.CCO.CCO.CO.CO.CO.CO.CO
- Charge: 0

The Löwdin scheme yields these atomic charges, measured in e: -0.097, -0.145, -0.161, -0.100, 0.035, 0.111, 0.110, 0.082, 0.120, 0.082, -0.083, -0.300, -0.081, 0.063, 0.048, 0.078, 0.093, 0.117, 0.024, -0.104, -0.313, -0.100, 0.082, 0.095, 0.082, 0.081, 0.113, 0.061, -0.099, -0.309, -0.111, 0.065, 0.077, 0.061, 0.107, 0.113, 0.049, -0.101, -0.312, -0.092, 0.088, 0.046, 0.113, 0.112, 0.126, 0.078, -0.089, -0.304, -0.121, 0.090, 0.064, 0.081, 0.122, 0.112, 0.099, -0.178, -0.145, 0.103, 0.074, 0.100, 0.063, -0.125, -0.131, 0.080, 0.056, 0.054, -0.023, -0.115, -0.174, 0.095, 0.052, 0.093, 0.042, -0.113, -0.172, 0.083, 0.092, 0.078, 0.047, -0.115, -0.138, 0.093, 0.062, 0.077, 0.024

***

Last place for stability: #two

***

#one
DFT (wB97M-V/def2-TZVPD) results for C6H8O4 as an isolated structure.

```
18
C6H8O4 wB97M-V/def2-TZVPD
O 1.57 2.56 0.38
C 0.78 1.68 0.24
O -0.57 1.80 0.21
C -0.77 0.37 0.15
C -1.85 -0.25 -0.65
C -1.89 -0.29 0.86
C 0.74 0.15 0.11
C 1.44 -0.63 1.16
O 1.47 -1.35 -0.05
H -1.61 -1.16 -1.20
H -2.55 0.43 -1.15
H -2.60 0.36 1.37
H -1.67 -1.23 1.37
H 2.43 -0.25 1.46
H 0.79 -1.07 1.93
O 1.60 -0.06 -2.06
H 1.88 -1.08 -1.53
H 0.81 0.02 -2.60
```

- E_HOMO: -9.78 eV
- Charge: 0

The natural (NBO) scheme yields these atomic charges, measured in e: -0.518, 0.775, -0.450, 0.182, -0.430, -0.434, 0.166, -0.090, -0.537, 0.233, 0.237, 0.242, 0.227, 0.202, 0.181, -1.002, 0.542, 0.475

***

#two
DFT (wB97M-V/def2-TZVPD) results for one molecule with the formula C6H8O4.

```
18
C6H8O4 wB97M-V/def2-TZVPD
O 2.06 1.64 -0.98
C 1.57 0.95 -0.12
O 2.45 0.52 0.95
C 0.11 0.71 0.05
C -0.46 -0.50 0.02
C 0.25 -1.80 -0.21
O 1.58 -1.59 -0.63
C -1.94 -0.33 -0.11
O -2.16 1.06 0.05
C -0.94 1.78 -0.01
H 1.92 0.19 1.69
H -0.27 -2.35 -1.01
H 0.22 -2.41 0.71
H 2.17 -1.15 0.12
H -2.31 -0.67 -1.09
H -2.49 -0.89 0.67
H -0.88 2.48 0.84
H -0.88 2.36 -0.94
```

- E_HOMO: -9.70 eV
- SMILES string: O=C(O)C1=C(CO)COC1
- Charge: 0

The natural (NBO) scheme yields these atomic charges, measured in e: -0.514, 0.784, -0.722, -0.192, 0.020, -0.097, -0.723, -0.088, -0.516, -0.067, 0.482, 0.202, 0.182, 0.490, 0.184, 0.191, 0.190, 0.194

***

Last place for stability: #one